{
  "formula": "C19H23F17N4O2",
  "method": "ωB97M-V/def2-TZVPD",
  "smiles": "CCCN[C@](F)(C#N)[C@H](C#N)CCN.FC(F)C(F)(F)COC(F)(F)C(F)F.FC(F)C(F)(F)COC(F)(F)C(F)F",
  "total_energy_ha": -2804.7201,
  "homo_ev": -9.8703,
  "orbital_gap_ev": 9.74,
  "charge": 0,
  "symbols": ["C", "C", "C", "N", "C", "F", "C", "N", "C", "C", "N", "C", "C", "N", "H", "H", "H", "H", "H", "H", "H", "H", "H", "H", "H", "H", "H", "H", "H", "F", "C", "F", "C", "F", "F", "C", "O", "C", "F", "F", "C", "F", "F", "H", "H", "H", "H", "F", "C", "F", "C", "F", "F", "C", "O", "C", "F", "F", "C", "F", "F", "H", "H", "H", "H"],
  "positions_angstrom": [[3.5119, -2.7495, 0.6936], [2.9916, -1.9209, -0.6620], [2.9282, -0.2968, -0.4452], [2.0733, 0.1652, 0.7130], [0.7222, 0.6902, 0.2811], [0.8851, 2.0036, -0.4471], [-0.0764, 1.0931, 1.6944], [-0.7745, 1.2266, 2.8036], [-0.1675, -0.3423, -0.6311], [0.0167, -0.0993, -2.2721], [0.1597, 0.1124, -3.5613], [-1.7829, -0.3030, -0.3506], [-2.2471, -1.5087, 0.7045], [-3.1883, -2.4623, -0.0415], [3.6612, -2.0035, 1.6134], [2.7438, -3.6012, 1.0141], [4.5440, -3.2534, 0.4638], [3.8467, -2.1138, -1.4725], [2.0139, -2.3922, -1.1298], [4.0439, 0.0457, -0.1947], [2.6768, 0.2522, -1.4751], [1.9992, -0.5404, 1.4777], [0.1926, -1.4435, -0.3483], [-2.2131, 0.7499, -0.0663], [-2.3046, -0.5952, -1.3834], [-2.8173, -1.1073, 1.6443], [-1.3180, -2.1105, 1.0902], [-3.8348, -2.9538, 0.6355], [-2.6344, -3.1781, -0.5867], [3.0714, 0.9509, 7.7392], [2.4095, 0.1798, 6.8480], [2.8679, -1.0890, 7.0281], [2.6312, 0.6286, 5.4063], [3.9280, 0.4813, 5.0321], [1.9124, -0.2061, 4.5879], [2.1762, 2.0634, 5.0980], [3.1942, 3.0688, 5.1288], [3.5037, 3.5853, 6.4227], [2.5492, 3.1904, 7.2974], [3.3781, 4.9372, 6.3214], [4.9255, 3.2344, 6.8853], [5.1336, 1.8935, 6.9023], [5.1521, 3.6775, 8.1496], [1.3456, 0.1847, 7.1066], [1.8305, 2.0627, 4.0568], [1.2932, 2.3591, 5.6771], [5.6716, 3.6820, 6.2232], [-3.6774, -1.2221, -4.6528], [-3.2878, 0.0416, -4.3734], [-3.7857, 0.3294, -3.1398], [-3.7908, 1.0508, -5.4017], [-5.1455, 1.1407, -5.3908], [-3.3343, 2.2920, -5.0351], [-3.3126, 0.8018, -6.8404], [-4.2225, 0.1031, -7.6961], [-4.1986, -1.3192, -7.5819], [-3.1049, -1.6886, -6.8750], [-4.0006, -1.7887, -8.8444], [-5.5037, -1.8985, -7.0167], [-5.7998, -1.3795, -5.7984], [-5.4111, -3.2441, -6.8524], [-2.1956, 0.0604, -4.2995], [-3.2077, 1.7887, -7.3081], [-2.3039, 0.3735, -6.8810], [-6.3437, -1.6889, -7.6846]]
}

{
  "formula": "C19H23F2N2O4PRuS9",
  "method": "ωB97M-V/def2-TZVPD",
  "total_energy_ha": -5368.0226,
  "homo_ev": [-4.5070, -5.1497],
  "orbital_gap_ev": [6.54, 5.27],
  "spin_multiplicity": 6,
  "s_squared": 8.78,
  "e_above_lowest_kcal_mol": 31.1,
  "charge": -1,
  "symbols": ["Ru", "O", "C", "C", "C", "C", "C", "C", "C", "O", "N", "N", "C", "S", "C", "C", "S", "H", "H", "H", "H", "H", "H", "H", "H", "H", "C", "C", "O", "P", "S", "S", "O", "C", "C", "H", "H", "H", "H", "H", "H", "H", "H", "H", "H", "C", "S", "C", "C", "S", "S", "C", "S", "S", "H", "H", "H", "F", "C", "F", "H"],
  "positions_angstrom": [[-0.4390, 1.1028, 0.1826], [-2.0429, -0.8076, 3.9757], [-3.2101, -1.3042, 3.5208], [-4.0242, -1.9317, 4.4668], [-5.2339, -2.4837, 4.0974], [-5.6609, -2.4249, 2.7711], [-4.8587, -1.7967, 1.8364], [-3.6320, -1.2235, 2.1839], [-2.8118, -0.5297, 1.1442], [-1.6340, -0.0926, 1.5163], [-3.3152, -0.4077, -0.0384], [-2.3996, 0.2349, -0.8807], [-2.8313, 0.3971, -2.0633], [-1.8580, 1.1546, -3.3142], [-2.9214, 0.5935, -4.6565], [-4.3524, 0.6568, -4.1658], [-4.4316, -0.1617, -2.5536], [-1.5792, -0.3928, 3.2196], [-3.6731, -1.9705, 5.4918], [-5.8537, -2.9624, 4.8483], [-6.6065, -2.8641, 2.4758], [-5.1639, -1.7274, 0.8000], [-2.6482, -0.4243, -4.9308], [-2.7472, 1.2569, -5.5038], [-5.0338, 0.1339, -4.8377], [-4.6739, 1.6910, -4.0561], [3.8068, -1.3622, -4.7121], [2.5700, -2.0388, -4.1492], [2.3480, -1.7157, -2.7732], [1.7996, -0.1833, -2.4571], [0.6714, 2.4424, -1.1929], [0.8760, -0.7309, -0.6213], [3.1781, 0.5887, -2.0664], [3.9442, 0.4751, -0.8526], [5.2031, -0.3314, -1.0946], [3.9663, -1.6740, -5.7500], [4.6892, -1.6282, -4.1260], [3.7029, -0.2745, -4.6897], [2.6771, -3.1189, -4.1861], [1.6871, -1.7713, -4.7404], [3.3362, 0.0247, -0.0769], [4.1760, 1.4918, -0.5400], [4.9510, -1.3549, -1.3823], [5.8023, -0.3633, -0.1806], [5.8047, 0.1133, -1.8908], [2.7428, -1.0919, 4.0061], [3.9171, -0.2707, 2.9064], [3.3899, 1.4071, 2.9343], [2.1656, 1.9296, 2.7608], [0.6415, 1.1223, 2.5217], [2.1192, 3.6771, 2.8447], [3.7853, 3.9985, 3.0904], [4.4404, 5.5072, 3.2432], [4.6935, 2.5468, 3.1856], [3.1324, -2.1048, 4.1217], [1.7497, -1.1177, 3.5690], [2.7136, -0.6002, 4.9767], [-2.4604, 2.6776, 1.3475], [-1.5044, 2.9287, 0.4110], [-2.1729, 3.3272, -0.7241], [-0.9067, 3.7589, 0.7575]]
}

{
  "formula": "C19H23F2OSi",
  "method": "ωB97M-V/def2-TZVPD",
  "total_energy_ha": -1302.0250,
  "homo_ev": -11.4605,
  "orbital_gap_ev": 5.10,
  "charge": 1,
  "symbols": ["C", "C", "C", "O", "Si", "C", "C", "C", "H", "H", "H", "H", "H", "H", "H", "H", "H", "H", "H", "H", "H", "H", "F", "C", "C", "C", "C", "C", "C", "C", "C", "C", "C", "C", "F", "C", "C", "H", "H", "H", "H", "H", "H", "H", "H", "H"],
  "positions_angstrom": [[-1.4493, -1.8419, 1.7418], [-0.8384, -0.5272, 1.4189], [-1.4892, 0.6139, 1.6674], [0.4223, -0.5428, 0.8456], [1.7968, -0.0145, 1.6723], [3.0398, -1.4076, 1.7413], [2.5442, 1.4203, 0.7411], [1.4014, 0.5185, 3.4188], [-2.3971, -1.7252, 2.2663], [-1.6368, -2.4067, 0.8294], [-0.7827, -2.4303, 2.3733], [-1.0501, 1.5554, 1.4120], [-2.4665, 0.6136, 2.1043], [3.9315, -1.0874, 2.2729], [2.6101, -2.2613, 2.2564], [3.3176, -1.7079, 0.7357], [3.4268, 1.7880, 1.2567], [2.8247, 1.1010, -0.2579], [1.8185, 2.2237, 0.6614], [2.3168, 0.8028, 3.9302], [0.7270, 1.3689, 3.4097], [0.9346, -0.2979, 3.9610], [-4.4796, 3.9092, -3.2387], [-4.6237, 3.0570, -2.1942], [-4.9350, 1.7263, -2.4190], [-5.0941, 0.8615, -1.3548], [-4.9417, 1.3140, -0.0686], [-4.6178, 2.6610, 0.2068], [-4.4696, 3.0359, 1.5676], [-4.0817, 4.2447, 2.2022], [-3.9776, 4.2386, 3.6109], [-3.6033, 5.3598, 4.3074], [-3.3214, 6.5327, 3.6361], [-3.4102, 6.5835, 2.2548], [-3.1407, 7.7379, 1.5967], [-3.7793, 5.4595, 1.5540], [-4.4694, 3.5129, -0.9061], [-5.0513, 1.3880, -3.4332], [-5.3359, -0.1732, -1.5389], [-5.0644, 0.6291, 0.7525], [-4.6795, 2.2353, 2.2590], [-4.1897, 3.3283, 4.1445], [-3.5260, 5.3276, 5.3827], [-3.0311, 7.4213, 4.1674], [-3.8259, 5.5631, 0.4936], [-4.2554, 4.5522, -0.7993]]
}

{
  "formula": "C19H23F3N2O",
  "method": "ωB97M-V/def2-TZVPD",
  "smiles": "CN(C(=O)N(C)[C@H]1[C@@H]2C[C@H]3C[C@@H](C2)C[C@@H]1C3)c1ccc(F)c(F)c1F",
  "total_energy_ha": -1222.0483,
  "homo_ev": -8.2107,
  "orbital_gap_ev": 8.84,
  "e_above_lowest_kcal_mol": 86.4,
  "charge": 0,
  "symbols": ["C", "N", "C", "O", "N", "C", "C", "C", "C", "C", "C", "C", "C", "C", "C", "C", "C", "C", "C", "C", "F", "C", "F", "C", "F", "H", "H", "H", "H", "H", "H", "H", "H", "H", "H", "H", "H", "H", "H", "H", "H", "H", "H", "H", "H", "H", "H", "H"],
  "positions_angstrom": [[-2.0043, 0.6429, 1.8046], [-1.5647, -0.1832, 0.7165], [-0.8449, 0.3636, -0.3372], [-1.3643, 1.0397, -1.1740], [0.5170, 0.1710, -0.3968], [1.0167, -1.2437, -0.3814], [1.4215, 1.3281, -0.4197], [2.9722, 1.0858, -0.4420], [3.6939, 2.4845, -0.9225], [3.2826, 3.4881, 0.1760], [3.7215, 3.0476, 1.5972], [3.0910, 1.7817, 2.0210], [3.4144, 0.6589, 0.9995], [1.5469, 2.0088, 2.0088], [1.0562, 2.3877, 0.5854], [1.7957, 3.7285, 0.2682], [-2.2302, -1.4144, 0.5427], [-2.9250, -1.6963, -0.7081], [-3.6601, -2.8652, -0.8384], [-3.7812, -3.7439, 0.2163], [-4.5271, -4.8389, 0.0195], [-3.1049, -3.4782, 1.4653], [-3.3142, -4.2015, 2.5947], [-2.2541, -2.3550, 1.5793], [-1.6316, -2.1577, 2.8178], [-1.6651, 1.6463, 1.6946], [-3.1070, 0.6424, 1.8250], [-1.6621, 0.2940, 2.7988], [0.7026, -1.7722, -1.2332], [0.7213, -1.6735, 0.5485], [2.0682, -1.2975, -0.3707], [1.1330, 1.9010, -1.3961], [3.0838, 0.3148, -1.1648], [3.3630, 2.7775, -1.9373], [4.7021, 2.5326, -0.8886], [3.5997, 4.4704, -0.0915], [3.6693, 3.8014, 2.3113], [4.8662, 2.9819, 1.6274], [3.6213, 1.5145, 3.0025], [2.9093, -0.2857, 1.3202], [4.4870, 0.4668, 1.0188], [1.2619, 2.8786, 2.7052], [1.2508, 1.1294, 2.4329], [-0.0275, 2.4977, 0.5374], [1.5780, 4.4478, 0.9582], [1.5690, 4.0108, -0.7471], [-2.8894, -0.9825, -1.5896], [-4.1582, -2.9348, -1.7542]]
}

{
  "formula": "C19H23F5NPV",
  "method": "ωB97M-V/def2-TZVPD",
  "total_energy_ha": -2576.4367,
  "homo_ev": [-14.8164, -14.8143],
  "orbital_gap_ev": [5.22, 5.92],
  "spin_multiplicity": 2,
  "s_squared": 1.17,
  "charge": 2,
  "symbols": ["C", "C", "C", "C", "C", "C", "C", "C", "N", "V", "C", "P", "H", "H", "H", "H", "H", "H", "H", "H", "C", "C", "H", "C", "C", "H", "H", "H", "H", "H", "H", "H", "H", "H", "H", "H", "H", "H", "H", "F", "C", "C", "C", "F", "C", "F", "C", "F", "C", "F"],
  "positions_angstrom": [[-2.5676, 0.5924, -3.4912], [-2.3258, -0.6616, -2.9155], [-1.5586, -0.7743, -1.7429], [-1.0810, 0.3827, -1.1253], [-1.2908, 1.6427, -1.7116], [-2.0544, 1.7404, -2.8770], [-1.3621, -2.1554, -1.1532], [0.0527, -2.7441, -1.0606], [1.0982, -1.7360, -0.7180], [0.1790, -0.1675, 0.4509], [-0.6885, 2.8983, -1.1193], [0.9671, 2.4783, -0.4158], [-2.7196, -1.5549, -3.3889], [-2.2230, 2.7308, -3.3203], [-3.1490, 0.6760, -4.4020], [-1.2724, 3.2646, -0.2581], [-0.6216, 3.7309, -1.8476], [-1.8264, -2.2120, -0.1505], [-1.9252, -2.8684, -1.7768], [0.0730, -3.5368, -0.2944], [1.5740, 3.8683, 0.6251], [2.1181, 2.3681, -1.8360], [0.3601, -3.2044, -2.0188], [1.7275, -1.2387, -1.9582], [2.1443, -2.3006, 0.1474], [0.6717, 1.2457, 1.2491], [2.1918, -2.0921, -2.4639], [0.9803, -0.7807, -2.6171], [2.4852, -0.4838, -1.7193], [2.7154, -3.0499, -0.4181], [2.8133, -1.4967, 0.4911], [1.6936, -2.7584, 1.0399], [2.4017, 3.3140, -2.3236], [3.0286, 1.8930, -1.4469], [1.6887, 1.6911, -2.5860], [1.6989, 4.8546, 0.1495], [0.8946, 3.9980, 1.4782], [2.5582, 3.5780, 1.0277], [1.4034, 0.9728, 1.1042], [-1.0750, -2.8775, 1.8972], [-1.0345, -1.8861, 2.8465], [-0.5332, -0.6301, 2.5142], [-0.4429, 0.2247, 3.6301], [0.1006, 1.4676, 3.5095], [-0.8353, -0.1398, 4.9313], [-0.6875, 0.7303, 5.9474], [-1.3392, -1.4025, 5.1939], [-1.7137, -1.7657, 6.4472], [-1.4334, -2.2875, 4.1296], [-1.8596, -3.5378, 4.3467]]
}